9
Properties=species:S:1:pos:R:3:lowdin_charge:R:1 method="wB97M-V/def2-TZVPD" charge=0 e_above_lowest_ev=5.721 e_lumo_ha="-0.0747 / -0.0746" spin_multiplicity=1 homo_ev="-7.87 / -7.87" e_tot_ha=-660.36419
N 1.90312 -0.63162 -0.11302 -0.07
N -1.06003 0.81335 -0.74765 -0.34
O -1.50974 -0.88104 0.97543 -0.52
O -0.92541 1.65482 0.34434 -0.07
S -1.11149 -0.83105 -0.42070 1.00
H 2.15859 -1.50578 -0.57008 -0.10
H 1.96552 -0.81390 0.88658 -0.09
H -0.44434 1.11879 -1.49183 0.11
H -0.97622 1.07643 1.13694 0.08